No. 1
One molecule with the formula C13H8BrNO2S, computed with the ωB97M-V functional and the def2-TZVPD basis.

The HOMO energy is -8.0 eV. As for the structure (SMILES): Nc1c(C(=O)c2ccc(Br)s2)oc2ccccc12. The energy above the lowest of the compared OMol25 structures with the same formula, charge and spin is 0.0000 eV. Its total charge is 0. The orbital gap comes out at 7.6054 eV. Its largest force on an atom is 0.0284 Eh/bohr.

CARTESIAN COORDINATES (ANGSTROEM)
O: -0.103 0.379 2.939
Br: 5.513 2.601 3.512
O: 0.258 -1.102 -0.158
S: 2.638 1.374 3.343
C: 0.499 0.373 1.878
C: 4.120 1.792 2.506
C: 4.031 1.570 1.167
C: 2.762 0.997 0.748
C: -0.201 -0.129 0.683
C: 1.911 0.868 1.822
C: -1.458 0.256 0.315
C: -1.804 -2.259 -2.963
C: -2.912 -1.408 -2.765
C: -0.713 -2.246 -2.110
C: -2.902 -0.527 -1.690
C: -0.707 -1.296 -1.105
C: -1.791 -0.477 -0.890
N: -2.224 1.216 0.957
H: 4.821 1.792 0.472
H: 2.500 0.737 -0.298
H: -1.738 -2.908 -3.843
H: -3.721 -1.419 -3.443
H: 0.100 -2.979 -2.268
H: -3.711 0.158 -1.469
H: -1.952 1.377 1.938
H: -3.212 1.259 0.723

No. 2
An isolated ion of composition C13H8F7N2O3S and charge +1, computed with the ωB97M-V functional and the def2-TZVPD basis.

The HOMO energy is -14.2 eV. As for the structure (SMILES): C#CCc1c(N=C=O)c(C(F)(F)F)c(CCC(F)(F)F)c[n+]1S(=O)(=O)F. The energy above the lowest of the compared OMol25 structures with the same formula, charge and spin is 0.3440 eV. Its total charge is +1. The orbital gap comes out at 8.5182 eV. Its largest force on an atom is 0.0614 Eh/bohr.

CARTESIAN COORDINATES (ANGSTROEM)
C: -2.671 -3.749 0.436
C: -2.740 -2.740 -0.202
C: -2.751 -1.526 -1.026
C: -1.474 -0.762 -0.754
C: -0.277 -1.223 -1.293
N: -0.383 -2.391 -2.082
C: 0.063 -3.424 -1.575
O: 0.590 -4.329 -1.128
C: 0.929 -0.562 -1.035
C: 2.237 -1.088 -1.630
F: 3.138 -0.141 -1.847
F: 2.710 -2.018 -0.779
F: 2.034 -1.710 -2.797
C: 0.892 0.568 -0.203
C: 2.139 1.340 0.195
C: 2.090 1.887 1.645
C: 1.702 3.367 1.736
F: 0.782 3.534 2.711
F: 2.762 4.093 2.123
F: 1.217 3.864 0.593
C: -0.312 1.004 0.279
N: -1.462 0.355 0.005
S: -2.895 1.020 0.715
O: -2.510 2.128 1.494
O: -3.836 1.255 -0.306
F: -3.293 -0.134 1.621
H: -2.473 -4.596 1.052
H: -3.645 -0.928 -0.882
H: -2.677 -1.871 -2.060
H: 2.960 0.627 0.193
H: 2.413 2.113 -0.522
H: 1.374 1.295 2.216
H: 3.056 1.749 2.122
H: -0.338 1.891 0.893

No. 3
C13H8I2N3O3S4Ta as an isolated structure, computed with the ωB97M-V functional and the def2-TZVPD basis.

The HOMO energy is -14.0 eV. The energy above the lowest of the compared OMol25 structures with the same formula, charge and spin is 0.0000 eV. Its total charge is +2. The orbital gap comes out at 6.4073 eV. Its largest force on an atom is 0.0068 Eh/bohr.

CARTESIAN COORDINATES (ANGSTROEM)
Ta: 0.287 -1.394 0.289
I: -4.693 -0.123 -0.329
C: -3.019 1.057 -0.582
C: -3.146 2.400 -1.026
C: -2.059 3.202 -1.240
I: -2.352 5.150 -1.897
C: -0.742 2.694 -1.012
C: 0.463 3.389 -1.200
C: 1.668 2.766 -0.945
C: 1.680 1.454 -0.491
N: 0.562 0.752 -0.298
C: -0.636 1.366 -0.566
C: -1.766 0.565 -0.358
O: -1.467 -0.707 0.049
H: -4.141 2.784 -1.204
H: 0.439 4.414 -1.547
H: 2.604 3.284 -1.091
H: 2.618 0.954 -0.285
O: -4.523 -3.758 -1.161
C: -3.380 -3.686 -0.871
S: -2.070 -3.400 -2.066
C: -0.768 -3.344 -0.913
C: -1.096 -3.518 0.430
S: -0.031 -3.205 1.769
S: -2.772 -3.774 0.812
S: 0.772 -2.784 -1.511
N: 4.280 -1.223 1.437
C: 3.091 -0.861 1.892
N: 2.940 -0.314 3.086
O: 2.060 -1.043 1.143
H: 5.116 -1.135 1.994
H: 4.348 -1.717 0.562
H: 3.713 -0.190 3.721
H: 2.021 -0.054 3.408

No. 4
C13H8N2O4S2V as an isolated structure, computed with the ωB97M-V functional and the def2-TZVPD basis.

The HOMO energy (alpha / beta) is 0.1 / -1.9 eV. Its spin multiplicity is 4. As for the expectation value of S²: 3.77. Its total charge is -2. The orbital gap (alpha / beta) comes out at 4.3459 / 6.3465 eV. Its largest force on an atom is 0.0545 Eh/bohr.

CARTESIAN COORDINATES (ANGSTROEM)
V: -1.320 0.162 -0.215
S: -2.363 0.385 1.969
C: -2.205 2.066 1.696
S: -1.506 2.472 0.173
C: -2.594 3.037 2.633
C: -2.515 4.423 2.368
N: -2.487 5.567 2.193
C: -3.096 2.690 3.909
N: -3.497 2.461 4.970
O: 0.076 -0.457 -1.677
C: 0.946 -0.252 -0.761
O: 0.509 0.121 0.377
C: 2.373 -0.460 -1.001
C: 2.816 -0.972 -2.230
C: 4.164 -1.169 -2.463
C: 5.104 -0.860 -1.483
C: 4.671 -0.351 -0.260
C: 3.326 -0.153 -0.019
H: 2.074 -1.203 -2.983
H: 4.498 -1.565 -3.416
H: 6.159 -1.015 -1.675
H: 5.406 -0.104 0.499
H: 2.972 0.243 0.925
C: -3.151 -2.684 -0.155
C: -3.672 -1.480 -0.957
O: -4.740 -1.573 -1.558
O: -2.898 -0.456 -0.948
H: -3.919 -3.452 -0.089
H: -2.862 -2.350 0.842
H: -2.267 -3.071 -0.665

No. 5
C13H8N2OPtS4Se2 as an isolated structure, computed with the ωB97M-V functional and the def2-TZVPD basis.

The HOMO energy is -6.8 eV. Its total charge is 0. The orbital gap comes out at 5.7886 eV. Its largest force on an atom is 0.0102 Eh/bohr.

CARTESIAN COORDINATES (ANGSTROEM)
Pt: -0.038 -0.034 0.032
O: -4.759 -2.883 4.003
C: -3.926 -2.380 3.302
S: -2.420 -1.663 3.921
C: -1.798 -1.179 2.360
C: -2.536 -1.454 1.285
S: -2.006 -1.064 -0.342
S: -4.063 -2.269 1.532
S: -0.270 -0.322 2.254
Se: 2.291 0.620 -2.848
Se: 2.607 2.292 -1.284
C: 2.945 1.131 0.201
C: 4.143 1.289 0.874
C: 4.503 0.352 1.828
C: 3.690 -0.745 2.022
C: 2.499 -0.825 1.322
N: 2.094 0.127 0.460
C: 0.397 0.846 -3.019
C: -0.103 1.101 -4.283
C: -1.436 1.454 -4.416
C: -2.199 1.611 -3.278
C: -1.631 1.321 -2.049
N: -0.363 0.888 -1.916
H: 4.795 2.112 0.621
H: 5.437 0.451 2.366
H: 3.955 -1.533 2.713
H: 1.829 -1.658 1.448
H: 0.555 1.060 -5.139
H: -1.851 1.662 -5.394
H: -3.227 1.940 -3.325
H: -2.191 1.418 -1.135

No. 6
C13H9AgO9S2 as an isolated structure, computed with the ωB97M-V functional and the def2-TZVPD basis.

The HOMO energy is -2.6 eV. Its total charge is -2. The orbital gap comes out at 7.1629 eV. Its largest force on an atom is 0.0092 Eh/bohr.

CARTESIAN COORDINATES (ANGSTROEM)
Ag: 0.564 0.237 -0.742
O: 2.486 1.789 -0.003
S: 3.498 0.839 -0.452
O: 4.746 1.459 -0.868
O: 2.972 -0.125 -1.414
C: 3.957 -0.133 1.033
C: 5.291 0.047 1.397
C: 5.859 -0.584 2.494
C: 5.082 -1.428 3.261
C: 3.753 -1.622 2.918
C: 3.159 -0.997 1.822
S: 1.390 -1.440 1.632
O: 1.143 -2.388 2.706
O: 1.268 -2.012 0.298
O: 0.666 -0.181 1.776
H: 5.884 0.707 0.782
H: 6.902 -0.411 2.735
H: 5.497 -1.938 4.124
H: 3.128 -2.280 3.505
O: -4.015 -1.435 -0.989
C: -4.500 -0.255 -1.472
C: -5.871 -0.073 -1.638
C: -6.375 1.129 -2.114
C: -5.504 2.166 -2.410
C: -4.140 1.977 -2.221
C: -3.606 0.776 -1.772
C: -2.085 0.653 -1.643
O: -1.506 1.657 -1.172
O: -1.571 -0.412 -2.035
H: -4.763 -1.978 -0.726
H: -6.545 -0.889 -1.390
H: -7.445 1.250 -2.242
H: -5.881 3.115 -2.771
H: -3.438 2.781 -2.408

No. 7
C13H9AsO8PdS2 as an isolated structure, computed with the ωB97M-V functional and the def2-TZVPD basis.

The HOMO energy is -1.9 eV. The energy above the lowest of the compared OMol25 structures with the same formula, charge and spin is 0.0000 eV. Its total charge is -2. The orbital gap comes out at 6.7448 eV. Its largest force on an atom is 0.0070 Eh/bohr.

CARTESIAN COORDINATES (ANGSTROEM)
Pd: 0.387 0.355 -0.578
O: 4.163 0.400 -2.188
C: 3.078 0.812 -1.771
O: 2.069 0.045 -1.599
C: 2.971 2.315 -1.516
C: 4.186 2.996 -1.448
C: 4.262 4.372 -1.319
C: 3.079 5.104 -1.282
C: 1.865 4.450 -1.340
C: 1.773 3.050 -1.434
S: 0.146 2.388 -1.489
H: 5.080 2.391 -1.526
H: 5.224 4.867 -1.263
H: 3.103 6.186 -1.194
H: 0.941 5.013 -1.288
O: -3.903 0.367 1.000
As: -2.608 -0.402 0.016
O: -1.321 0.575 0.484
O: -3.071 -0.522 -1.535
C: -2.565 -2.078 1.030
C: -3.698 -2.359 1.789
C: -3.783 -3.511 2.560
C: -2.719 -4.398 2.585
C: -1.587 -4.132 1.829
C: -1.501 -2.988 1.045
S: -0.011 -2.827 0.030
O: 0.567 -1.530 0.433
O: 0.825 -3.940 0.427
O: -0.503 -2.846 -1.327
H: -3.743 1.315 0.928
H: -4.519 -1.657 1.784
H: -4.676 -3.705 3.142
H: -2.767 -5.297 3.189
H: -0.744 -4.808 1.824

Q: What is the formula in the sixth record?
A: C13H9AgO9S2